Entry 1:
Here is C23H14BrClN4O2Pd as an isolated structure from OMol25. Energies are from ωB97M-V/def2-TZVPD.

Element x y z (Å)
1 Pd -0.7805 0.3871 -0.6873
2 Br -0.8291 -2.8551 2.2588
3 C 0.2264 -3.0778 0.6968
4 C 1.0932 -4.1621 0.6530
5 C 1.8180 -4.3544 -0.5066
6 C 1.6306 -3.4860 -1.5693
7 C 0.7390 -2.4394 -1.4185
8 N 0.0596 -2.2152 -0.2857
9 C 0.4960 -1.5099 -2.5984
10 O 1.0958 -1.7193 -3.6351
11 O -0.3495 -0.5533 -2.4174
12 H 1.1792 -4.8265 1.4996
13 H 2.5102 -5.1827 -0.5839
14 H 2.1477 -3.5939 -2.5112
15 N -2.0456 2.2721 -1.6234
16 C -2.4033 3.2268 -1.0836
17 C -2.8021 4.3793 -0.3890
18 C -2.4322 5.6455 -0.8753
19 N -2.1237 6.6830 -1.2737
20 C -3.5458 4.2605 0.7976
21 N -4.1693 4.1698 1.7640
22 Cl 5.1786 -2.4802 -1.0281
23 C 4.0514 -1.1671 -0.9359
24 C 3.5430 -0.6201 -2.1091
25 C 2.6339 0.4111 -2.0355
26 C 2.2130 0.9253 -0.7842
27 C 1.2549 1.9486 -0.6900
28 C 2.7542 0.3353 0.3901
29 C 3.6612 -0.6943 0.3163
30 H 3.8306 -1.0295 -3.0668
31 H 2.1965 0.8013 -2.9450
32 H 0.9193 2.4925 -1.5632
33 H 1.0438 2.3782 0.2828
34 H 2.4382 0.7055 1.3580
35 H 4.0701 -1.1433 1.2105
36 C -3.4676 0.6954 3.2798
37 C -2.0868 0.6008 3.3512
38 C -1.3427 0.4240 2.1895
39 C -1.9748 0.3743 0.9482
40 C -3.3635 0.4750 0.8865
41 C -4.1064 0.6241 2.0488
42 H -4.0492 0.8259 4.1832
43 H -1.5878 0.6461 4.3114
44 H -0.2649 0.3148 2.2630
45 H -3.8739 0.4158 -0.0692
46 H -5.1859 0.6919 1.9965

The multiplicity is 5. Its expectation value of S² is 6.072. For the frontier orbital gap (spin up / spin down), the calculation gives 7.79 / 4.84 eV. The largest force on an atom is 0.4 eV/Å. Its charge is 0. The total energy comes out at -4416.2554 Ha. Its HOMO energy (spin up / spin down) is -0.2774 / -0.3367 Ha. The calculation puts the relative energy (zero: lowest compared OMol25 entry of this formula, charge and spin) at 91.8 kJ/mol.

---

Entry 2:
Here is C23H14Cl2CrN5O3S as an isolated structure from OMol25. Energies are from ωB97M-V/def2-TZVPD.

Element x y z (Å)
1 Cr -0.4623 0.2854 -0.1828
2 Cl 0.0609 -1.2431 -6.8311
3 C 0.1021 -1.3579 -5.0830
4 C -0.4444 -0.3151 -4.3362
5 C -0.4176 -0.3628 -2.9505
6 N -0.9147 0.6089 -2.0846
7 C -2.1858 1.1293 -2.3485
8 O -2.5649 1.5393 -3.4572
9 C -3.0462 1.0415 -1.1899
10 C -4.3758 1.5032 -1.1718
11 C -5.1734 1.2813 -0.0851
12 C -4.6244 0.5786 1.0391
13 C -3.3118 0.1745 0.9745
14 N -2.5222 0.3645 -0.0850
15 C 0.1340 -1.4988 -2.2930
16 C 0.6968 -2.5163 -3.0577
17 C 0.6788 -2.4383 -4.4479
18 Cl 1.3871 -3.7556 -5.3616
19 N 0.0734 -1.4847 -0.9032
20 C 1.2292 -2.0095 -0.2679
21 O 1.4779 -3.2171 -0.1614
22 C 2.1092 -0.9595 0.1784
23 C 3.3813 -1.1978 0.7405
24 C 4.2317 -0.1590 0.9904
25 C 3.8043 1.1689 0.6701
26 C 2.5301 1.3417 0.1777
27 N 1.6687 0.3478 -0.0537
28 H -0.8820 0.5414 -4.8261
29 H -4.7321 2.0218 -2.0533
30 H -6.1998 1.6309 -0.0715
31 H -5.2078 0.3778 1.9279
32 H -2.8420 -0.3263 1.8142
33 H 1.1201 -3.3811 -2.5667
34 H 3.6547 -2.2280 0.9331
35 H 5.2157 -0.3375 1.4098
36 H 4.4422 2.0285 0.8267
37 H 2.1513 2.3384 -0.0257
38 O -0.3521 -0.2007 1.7993
39 N 0.4022 0.6120 2.5224
40 C 1.1862 0.0450 3.4584
41 C 1.9443 0.8036 4.3097
42 C 1.9004 2.1930 4.1709
43 C 1.1323 2.7514 3.1815
44 C 0.3736 1.9628 2.2930
45 S -0.5120 2.5707 0.9751
46 H 1.1513 -1.0337 3.4499
47 H 2.5708 0.3157 5.0416
48 H 2.4888 2.8277 4.8222
49 H 1.1044 3.8199 3.0229

The multiplicity is 6. Its expectation value of S² is 8.807. For the frontier orbital gap (spin up / spin down), the calculation gives 3.81 / 5.86 eV. The largest force on an atom is 0.1 eV/Å. Its charge is -2. The total energy comes out at -3747.5071 Ha. Its HOMO energy (spin up / spin down) is 0.0227 / -0.0529 Ha. The calculation puts the relative energy (zero: lowest compared OMol25 entry of this formula, charge and spin) at 0.0 kJ/mol.

---

Entry 3:
Here is C23H14ClIN3O4Ru as an isolated structure at a distorted geometry from OMol25. Energies are from ωB97M-V/def2-TZVPD.

Element x y z (Å)
1 Ru 0.1183 0.1650 -0.2208
2 O -3.8342 -1.8927 2.8205
3 C -4.4507 -1.6314 1.6682
4 C -5.8161 -1.9156 1.5760
5 C -6.5043 -1.6727 0.4096
6 C -5.8585 -1.1326 -0.7061
7 C -4.5181 -0.8435 -0.6315
8 C -3.7919 -1.0848 0.5458
9 C -2.3745 -0.7608 0.5702
10 O -1.8085 -0.2574 -0.5037
11 N -1.6892 -0.9430 1.6791
12 N -0.3900 -0.5317 1.5578
13 C 0.3144 -0.3766 2.6373
14 C 1.6836 0.0208 2.6909
15 C 2.2959 0.1375 3.9535
16 C 3.6301 0.4243 4.0790
17 C 4.4194 0.5603 2.9308
18 C 3.8605 0.4574 1.6808
19 C 2.4786 0.2471 1.5250
20 O 1.9689 0.2463 0.3118
21 H -2.8963 -1.6205 2.7521
22 H -6.3077 -2.3271 2.4473
23 H -7.5600 -1.9034 0.3517
24 H -6.4101 -0.9463 -1.6172
25 H -3.9877 -0.4232 -1.4742
26 H -0.1789 -0.6134 3.5755
27 H 1.6893 -0.0101 4.8390
28 H 4.0718 0.5356 5.0593
29 H 5.4805 0.7469 3.0305
30 H 4.4478 0.5592 0.7777
31 Cl -0.4565 5.6717 -4.3515
32 C -0.4639 4.6568 -2.9809
33 C -0.8457 5.1858 -1.7600
34 C -0.8331 4.4042 -0.6217
35 I -1.4048 5.1526 1.2285
36 C -0.4223 3.0285 -0.6565
37 O -0.3550 2.3329 0.3831
38 C -0.0718 2.4790 -1.9659
39 N 0.2651 1.1676 -2.0113
40 C 0.6035 0.6233 -3.1728
41 C 0.6398 1.3585 -4.3552
42 C 0.2971 2.6870 -4.3319
43 C -0.0780 3.2845 -3.1159
44 H -1.1489 6.2218 -1.6987
45 H 0.8500 -0.4300 -3.1639
46 H 0.9286 0.8705 -5.2747
47 H 0.3105 3.2769 -5.2380

The multiplicity is 5. Its expectation value of S² is 6.051. For the frontier orbital gap (spin up / spin down), the calculation gives 6.24 / 4.39 eV. The largest force on an atom is 1.4 eV/Å. Its charge is +1. The total energy comes out at -2202.6395 Ha. Its HOMO energy (spin up / spin down) is -0.3860 / -0.3863 Ha.

---

Entry 4:
Here is an isolated ion of composition C23H15Br2N2OS and charge +1 at a distorted geometry from OMol25. Energies are from ωB97M-V/def2-TZVPD.

Element x y z (Å)
1 N -0.7904 1.9974 1.7697
2 N -0.8438 0.8556 1.6888
3 C -0.7974 -0.2803 0.8275
4 C -0.7587 0.2263 -0.6360
5 C 0.4899 0.9022 -1.0726
6 C 1.7061 0.3180 -1.0376
7 C 2.9564 1.0045 -1.2942
8 C 4.1587 0.2653 -1.3826
9 C 5.3991 0.8956 -1.4914
10 C 5.4476 2.2980 -1.5194
11 Br 7.1491 3.1712 -1.6351
12 C 4.2760 3.0685 -1.4671
13 C 3.0339 2.4219 -1.3509
14 C -2.0239 0.9592 -1.0832
15 C -3.2126 0.2345 -1.2097
16 C -4.4285 0.8658 -1.4310
17 C -4.4823 2.2599 -1.4874
18 Br -6.1598 3.1541 -1.6726
19 C -3.2972 3.0047 -1.4698
20 C -2.0768 2.3552 -1.2372
21 S -2.4544 -1.0874 1.5240
22 C -1.7648 -2.5595 2.1246
23 C -2.4147 -3.7419 2.5286
24 C -1.6616 -4.8181 2.9709
25 C -0.2717 -4.7236 3.0745
26 C 0.3829 -3.5454 2.7130
27 C -0.3552 -2.4903 2.1254
28 C 0.1713 -1.2155 1.5901
29 O 1.2225 -0.6854 2.0215
30 H -0.7800 -0.8729 -0.7792
31 H 0.4039 1.9132 -1.4597
32 H 1.7909 -0.7716 -0.9404
33 H 4.1108 -0.8139 -1.3616
34 H 6.3111 0.3251 -1.5529
35 H 4.3523 4.1473 -1.5111
36 H 2.1327 3.0189 -1.2895
37 H -3.1844 -0.8615 -1.2226
38 H -5.3615 0.2909 -1.4937
39 H -3.3498 4.0912 -1.5698
40 H -1.1675 2.9614 -1.2269
41 H -3.4903 -3.7996 2.4460
42 H -2.1419 -5.7506 3.2340
43 H 0.3127 -5.5651 3.4311
44 H 1.4615 -3.4235 2.8156

The SMILES is N#[N+][C@]1([C@H](/C=C/c2ccc(Br)cc2)c2ccc(Br)cc2)Sc2ccccc2C1=O. For the frontier orbital gap, the calculation gives 5.73 eV. The largest force on an atom is 7.9 eV/Å. Its charge is +1. The total energy comes out at -6616.0499 Ha. Its HOMO energy is -0.4090 Ha.

---

Please write out number 2 again, unchanged.
Here is C23H14Cl2CrN5O3S as an isolated structure from OMol25. Energies are from ωB97M-V/def2-TZVPD.

Element x y z (Å)
1 Cr -0.4623 0.2854 -0.1828
2 Cl 0.0609 -1.2431 -6.8311
3 C 0.1021 -1.3579 -5.0830
4 C -0.4444 -0.3151 -4.3362
5 C -0.4176 -0.3628 -2.9505
6 N -0.9147 0.6089 -2.0846
7 C -2.1858 1.1293 -2.3485
8 O -2.5649 1.5393 -3.4572
9 C -3.0462 1.0415 -1.1899
10 C -4.3758 1.5032 -1.1718
11 C -5.1734 1.2813 -0.0851
12 C -4.6244 0.5786 1.0391
13 C -3.3118 0.1745 0.9745
14 N -2.5222 0.3645 -0.0850
15 C 0.1340 -1.4988 -2.2930
16 C 0.6968 -2.5163 -3.0577
17 C 0.6788 -2.4383 -4.4479
18 Cl 1.3871 -3.7556 -5.3616
19 N 0.0734 -1.4847 -0.9032
20 C 1.2292 -2.0095 -0.2679
21 O 1.4779 -3.2171 -0.1614
22 C 2.1092 -0.9595 0.1784
23 C 3.3813 -1.1978 0.7405
24 C 4.2317 -0.1590 0.9904
25 C 3.8043 1.1689 0.6701
26 C 2.5301 1.3417 0.1777
27 N 1.6687 0.3478 -0.0537
28 H -0.8820 0.5414 -4.8261
29 H -4.7321 2.0218 -2.0533
30 H -6.1998 1.6309 -0.0715
31 H -5.2078 0.3778 1.9279
32 H -2.8420 -0.3263 1.8142
33 H 1.1201 -3.3811 -2.5667
34 H 3.6547 -2.2280 0.9331
35 H 5.2157 -0.3375 1.4098
36 H 4.4422 2.0285 0.8267
37 H 2.1513 2.3384 -0.0257
38 O -0.3521 -0.2007 1.7993
39 N 0.4022 0.6120 2.5224
40 C 1.1862 0.0450 3.4584
41 C 1.9443 0.8036 4.3097
42 C 1.9004 2.1930 4.1709
43 C 1.1323 2.7514 3.1815
44 C 0.3736 1.9628 2.2930
45 S -0.5120 2.5707 0.9751
46 H 1.1513 -1.0337 3.4499
47 H 2.5708 0.3157 5.0416
48 H 2.4888 2.8277 4.8222
49 H 1.1044 3.8199 3.0229

The multiplicity is 6. Its expectation value of S² is 8.807. For the frontier orbital gap (spin up / spin down), the calculation gives 3.81 / 5.86 eV. The largest force on an atom is 0.1 eV/Å. Its charge is -2. The total energy comes out at -3747.5071 Ha. Its HOMO energy (spin up / spin down) is 0.0227 / -0.0529 Ha. The calculation puts the relative energy (zero: lowest compared OMol25 entry of this formula, charge and spin) at 0.0 kJ/mol.